No. 1
The following is a DFT calculation (ωB97M-V/def2-TZVPD) of C18H43FN6O11PS2 as an isolated structure.

The spin multiplicity is 1. The HOMO-LUMO gap is 7.943 eV. Its charge is -1. Its total energy is -84506.98377 eV. For the maximum force, the calculation gives 4.2 eV Å⁻¹.

Last column: Löwdin charge in e.
Atoms and positions in Å:
O -1.690 -2.909 2.826  -0.405
H -4.457 0.567 -3.435  0.087
C 4.678 3.358 -0.432  -0.552
H 1.615 -2.370 -4.090  0.085
H -0.941 7.508 -1.674  0.083
N -1.529 5.666 -2.437  0.011
H -1.258 -7.633 3.533  0.013
C 2.098 0.787 2.191  -0.555
N 5.734 2.675 -0.953  0.006
C 1.545 -0.544 -3.001  -0.561
C 0.671 -1.257 2.624  -0.065
C -3.855 0.876 -4.291  -0.008
O 2.718 1.739 2.661  -0.012
H -3.820 1.966 -4.347  0.067
N 1.522 0.818 -3.060  0.008
H -0.804 0.278 -3.083  0.101
H -5.462 -6.265 5.910  0.077
C 7.073 2.556 -0.412  -0.079
H 5.523 2.207 -1.820  0.136
H 5.175 3.390 1.652  0.087
C -3.487 -4.749 3.474  -0.180
C -2.105 1.572 -2.017  -0.072
C 1.602 -1.304 -4.300  -0.005
H -0.342 -1.137 2.995  0.063
H -4.321 0.496 -5.197  0.079
H -4.570 -3.748 5.085  0.135
H 1.000 0.591 0.362  0.078
O -0.860 -8.545 6.051  -0.336
O -1.990 -0.443 -5.014  0.012
H 1.117 -2.135 3.093  0.090
H -1.721 -8.151 5.843  0.014
H 2.511 -1.046 -4.848  0.082
N 1.450 -0.083 3.000  0.016
H -3.983 -5.489 6.499  0.074
O 1.518 -1.099 -1.916  0.039
O -2.999 4.253 -3.358  0.023
H 0.722 -1.079 -4.907  0.073
C -2.462 0.317 -4.177  -0.544
H -2.039 1.021 -1.077  0.088
C 2.034 0.550 0.706  -0.020
H -3.909 -6.750 5.171  0.064
H 1.585 1.078 -5.153  0.076
H 5.670 4.852 0.744  0.081
H 1.537 0.139 3.979  0.137
C -4.469 -5.891 5.590  -0.046
C 4.895 4.092 0.866  -0.009
H 0.384 6.402 -2.096  0.086
O -0.332 -7.907 3.520  -0.345
H 7.785 2.950 -1.140  0.079
H -1.689 5.150 -1.586  0.140
H -1.043 5.847 -5.149  0.084
C -4.580 -4.724 4.567  -0.379
N -0.657 -4.934 3.956  -0.371
F -5.849 -4.848 3.965  -0.066
H 3.972 4.584 1.158  0.085
C -0.594 6.775 -2.405  -0.074
H 7.182 3.099 0.521  0.072
S -1.944 -3.859 3.960  0.590
P 0.238 -7.662 5.105  0.825
H 2.421 2.312 -4.188  0.079
H -2.713 5.436 -5.560  0.083
H -3.190 -5.770 3.160  0.090
H 2.601 1.330 0.197  0.055
O -1.560 -5.695 6.373  -0.439
H -2.377 6.959 -4.725  0.084
S -0.366 -5.587 5.482  0.404
H 7.291 1.500 -0.238  0.084
H 1.484 1.261 -2.153  0.125
C 1.545 1.662 -4.239  -0.070
H -1.405 2.410 -1.990  0.067
N -1.725 0.687 -3.100  0.028
O 0.818 -4.913 6.067  -0.415
H -0.502 7.255 -3.374  0.071
C -2.080 5.913 -4.816  -0.010
H -3.911 -4.278 2.564  0.104
O 3.603 3.360 -1.015  0.006
H 0.644 -1.401 1.549  0.080
H 0.644 2.280 -4.248  0.075
C -2.248 5.207 -3.495  -0.544
H 2.470 -0.416 0.455  0.082
O -2.120 -3.066 5.203  -0.364
H -3.112 1.955 -2.139  0.065

=====

No. 2
The following is a DFT calculation (ωB97M-V/def2-TZVPD) of a 3-piece molecular cluster, C18H43N overall.

As for the structure (SMILES): CCN(CC)CC.CCCCCC.CCCCCC. The spin multiplicity is 1. The HOMO-LUMO gap is 8.912 eV. Its charge is 0. Its total energy is -20845.52900 eV. For the maximum force, the calculation gives 7.9 eV Å⁻¹.

Last column: Löwdin charge in e.
Atoms and positions in Å:
H 105.779 87.182 75.184  0.084
H 104.664 92.230 68.516  0.106
H 107.113 92.339 63.761  0.089
H 105.856 91.433 76.118  0.076
H 104.895 91.052 77.496  0.076
H 104.406 87.249 74.490  0.087
H 107.902 86.538 73.621  0.015
C 105.939 87.157 72.945  -0.215
H 107.235 85.414 65.103  0.021
H 107.232 90.372 65.560  0.097
H 106.372 86.536 69.414  0.112
C 106.198 91.784 64.161  -0.156
H 105.788 91.130 63.422  0.043
H 106.299 93.095 66.820  0.124
H 107.572 90.538 67.888  0.125
C 107.507 87.955 67.732  -0.221
C 105.646 89.156 74.657  -0.148
H 105.915 89.682 69.934  0.048
H 105.275 92.576 64.002  0.133
C 108.406 88.250 68.979  -0.084
H 109.497 86.445 67.046  0.140
H 106.690 89.373 74.793  0.110
H 108.200 86.714 64.783  0.053
H 107.821 88.406 66.731  0.108
H 104.297 91.412 75.962  0.060
H 105.705 87.956 72.191  0.103
C 108.124 85.800 65.342  -0.111
H 108.452 84.806 66.967  0.110
H 109.397 87.797 68.846  0.055
H 105.530 90.787 65.751  0.100
C 105.368 87.647 74.332  -0.210
C 105.309 91.324 68.599  -0.184
H 107.667 86.597 71.854  0.081
H 106.528 88.502 67.758  0.097
H 107.931 87.546 69.950  0.118
H 106.252 91.098 70.577  0.037
C 106.816 85.747 68.723  -0.278
H 104.688 90.191 70.587  0.068
H 105.357 89.019 77.016  0.143
C 105.964 84.593 68.218  -0.072
H 104.829 90.493 68.019  0.095
C 106.510 91.170 65.450  -0.301
H 105.151 84.942 67.798  0.001
H 107.739 88.060 72.803  0.028
H 107.389 92.229 68.561  0.066
C 105.028 90.820 76.445  -0.156
N 107.402 86.423 67.550  -0.208
H 106.493 84.114 67.346  0.087
H 105.680 83.948 69.146  0.113
C 107.505 87.075 72.904  -0.086
H 104.058 89.251 75.789  0.028
H 108.972 85.182 64.808  0.115
H 107.807 92.635 66.305  0.113
H 105.053 89.635 73.942  0.090
H 105.690 86.098 72.794  0.098
C 104.947 89.429 76.047  -0.262
H 108.644 89.262 69.011  0.015
H 107.560 85.414 69.456  0.093
C 105.476 90.703 70.018  -0.135
C 106.859 92.115 66.618  -0.268
C 108.507 85.902 66.786  -0.281
C 106.847 91.520 68.038  -0.190

=====

No. 3
The following is a DFT calculation (ωB97M-V/def2-TZVPD) of a 2-piece molecular cluster, C18H43N2O2P overall.

As for the structure (SMILES): CCCCCCCCO[C@H](COCCN)[PH2]=N.CCCCCC. The spin multiplicity is 1. The HOMO-LUMO gap is 9.047 eV. Its charge is 0. Its total energy is -35725.34539 eV. For the maximum force, the calculation gives 0.6 eV Å⁻¹.

Last column: Löwdin charge in e.
Atoms and positions in Å:
H 1.632 -0.847 2.785  0.113
C 2.703 -1.112 -0.801  -0.258
C -0.021 -0.228 -4.974  -0.228
H -1.354 2.091 2.160  0.087
C 1.438 -2.300 -4.495  -0.265
H -2.698 1.583 5.042  0.097
C 0.378 -3.064 -3.705  -0.102
H 0.516 -0.293 -8.430  0.068
H -1.594 5.091 3.122  0.060
H -0.857 -0.581 -4.364  0.102
H 0.399 -2.796 -2.646  0.043
H -0.427 0.443 3.924  0.121
H -0.193 0.075 2.211  0.109
H -3.043 3.620 2.828  0.094
H -2.856 0.025 3.663  0.111
H -2.805 1.652 1.314  0.110
H 3.994 -1.655 0.812  0.122
H -0.366 -1.668 -6.547  0.098
H 1.419 -2.618 -5.540  0.098
H 1.752 -0.460 -7.190  0.064
C 1.289 -0.781 -4.411  -0.234
H 0.026 -3.343 3.018  0.129
C -2.931 2.586 4.686  -0.199
C -0.597 4.668 3.224  -0.101
H 4.368 -0.246 -1.601  0.068
C -1.848 3.547 5.196  -0.213
N 3.931 -1.160 -1.600  0.009
H 0.542 -4.139 -3.767  0.073
H 0.838 1.043 -7.325  0.074
H -4.249 2.383 2.985  0.109
C 0.765 -0.044 -7.398  -0.113
H -1.578 3.219 6.202  0.103
H 2.085 -1.968 -1.071  0.102
C -0.289 -0.583 -6.435  -0.270
H 2.427 -2.577 -4.116  0.093
C -0.560 3.641 4.374  -0.248
H 2.917 -0.290 1.203  0.117
O -0.675 -1.527 3.458  -0.145
H 0.517 -4.241 0.320  -0.033
H -0.571 -1.274 0.310  0.009
H 2.122 -0.205 -0.993  0.104
H 0.242 3.928 5.055  0.098
H 2.136 -2.463 3.264  0.132
H -2.043 -2.555 1.273  0.008
H -0.626 -2.863 -4.083  0.067
C 1.554 -1.903 2.527  -0.195
H -0.286 2.657 3.998  0.076
C -0.799 -0.157 3.090  -0.243
H -1.267 -0.181 -6.715  0.104
N -0.296 -3.740 -0.016  -0.295
C -2.237 0.215 2.789  -0.172
H -0.011 0.862 -4.870  0.109
H 1.368 -0.477 -3.361  0.090
O 2.035 -2.150 1.232  -0.196
H -3.862 2.863 5.183  0.107
C 0.088 -2.343 2.591  -0.417
H 2.133 -0.308 -4.924  0.102
H 0.090 5.487 3.419  0.066
H -2.600 -0.456 2.009  0.088
C 2.988 -1.251 0.690  -0.194
C -3.199 2.599 3.180  -0.196
H -0.334 4.218 2.270  0.063
C -2.351 1.671 2.304  -0.188
H 3.679 -1.325 -2.567  0.041
P -0.684 -2.544 0.914  0.757
H -2.263 4.549 5.315  0.109